{"formula": "C7H6ClNOS", "method": "ωB97M-V with the def2-TZVPD basis set", "species": ["Cl", "S", "O", "N", "C", "C", "C", "C", "C", "C", "C", "H", "H", "H", "H", "H", "H"], "positions_angstrom": [[-1.7486, -2.0295, 0.2029], [-2.2859, 0.5038, -0.3670], [-2.2395, 1.8170, -1.0591], [-0.6584, 0.6746, 1.6183], [1.4198, -0.6856, -1.5518], [-0.6288, -0.2602, -0.5052], [0.1263, 0.1606, 0.6406], [0.0836, -0.6503, -1.6197], [-1.9363, 0.8455, 1.3413], [1.5660, 0.0684, 0.7604], [2.1952, -0.3123, -0.4152], [1.8426, 0.4409, 1.7356], [-0.3664, -0.9128, -2.4861], [-0.1106, 0.8806, 2.4549], [2.0680, -1.0761, -2.4459], [3.3295, -0.3679, -0.3621], [-2.6565, 0.9033, 2.0580]], "largest_force_ev_per_a": 3.91, "homo_lumo_gap_ev": [6.358, 6.425], "homo_energy_ev": [-7.96, -7.97], "spin_multiplicity": 1}